Computed, not measured: 9 unconnected molecules or ions with the total composition C16H36NO32S8 in a non-equilibrium geometry, with ωB97M-V/def2-TZVPD.

XYZ file:
```
93
C16H36NO32S8, DFT ωB97M-V/def2-TZVPD
O 0.319 6.524 3.762
O 1.106 -0.692 6.990
C 6.158 -4.079 -1.129
C -2.504 -7.559 1.327
H -0.616 -4.994 -4.875
O -2.895 -4.256 1.289
C -7.056 3.458 4.380
O 0.098 -3.062 -6.541
O -1.679 -2.031 -5.059
O -0.103 -2.713 5.965
O 0.166 6.083 1.253
S 3.636 -4.433 -0.886
O -6.710 2.292 3.751
H -0.904 9.059 1.139
H 5.363 3.227 3.353
C 5.559 -4.432 -2.475
S -6.769 2.323 2.113
H 7.100 2.903 3.182
C -1.085 7.992 1.007
H 5.402 -3.478 -2.979
H 2.676 1.973 -8.385
O -4.338 -6.407 1.425
H -3.051 -6.367 3.079
H -2.840 -8.512 0.919
O -2.193 -2.177 -7.519
H 4.921 1.075 3.674
H 0.486 3.494 -9.403
O -5.511 2.687 1.568
O 0.578 -0.904 4.460
C 5.862 1.144 3.127
H 6.685 0.653 3.646
O 4.445 -5.195 -2.073
H -1.877 8.044 0.260
O -0.026 3.352 -7.372
H -7.823 5.331 3.684
O 2.149 2.784 -6.668
O -2.028 -4.228 -6.065
O 5.048 -3.881 -0.315
H 0.518 0.924 7.909
C -1.226 -0.383 7.577
S 0.916 3.737 -6.067
H 0.010 -4.737 -7.848
S -0.609 6.059 2.765
O 2.833 -3.257 -1.293
H 2.783 3.764 -8.253
O 5.889 2.740 1.470
H -6.227 4.835 2.874
O -7.577 1.208 1.583
H -1.996 0.283 7.966
C -3.472 -7.057 2.347
O 1.350 5.161 -6.107
C 0.219 -4.478 -6.810
S -3.494 -5.328 0.510
O 5.938 0.483 1.896
H 1.054 7.858 1.137
H -1.271 0.466 0.873
O -1.599 7.306 2.183
C 2.178 2.881 -8.047
C 0.689 2.917 -8.501
O -1.064 -0.414 6.264
H 0.235 2.024 -8.931
O -1.280 4.833 3.110
S -1.543 -2.698 -6.332
O 3.035 -5.304 0.133
H -1.114 -6.070 -6.257
H -8.051 3.341 4.810
S 0.195 -1.320 5.786
O 3.765 1.453 0.851
O 0.414 3.251 -4.791
N -0.964 0.228 -0.059
H -4.070 -7.879 2.739
S 5.229 1.421 0.680
O 5.812 1.093 -0.633
C 6.108 2.648 2.807
H -6.402 3.844 5.163
H -1.556 -1.377 7.880
H -1.473 0.732 -0.771
H -0.034 0.615 -0.132
H 6.860 -3.246 -1.187
O -2.431 -6.552 0.350
H -1.002 -0.772 -0.201
C 0.227 7.320 0.672
H 0.443 7.341 -0.396
C -0.880 -5.056 -5.931
C 0.291 -0.139 7.986
O -4.177 -5.110 -0.786
H 6.322 -4.959 -3.047
O -7.675 3.689 2.221
H -1.464 -7.717 1.612
H 6.893 -4.837 -0.857
C -7.200 4.540 3.267
H 0.657 -0.447 8.966
H 1.240 -4.854 -6.756
```

As for the net charge: +1. The energy above the lowest of the compared OMol25 structures with the same formula, charge and spin is 205.1 kcal/mol. The multiplicity is 1. The value obtained for the gap between HOMO and LUMO is 9.46 eV.



Computed, not measured: 5 unconnected molecules or ions with the total composition C16H36NO8S4 in a non-equilibrium geometry, with ωB97M-V/def2-TZVPD.

XYZ file:
```
65
C16H36NO8S4, DFT ωB97M-V/def2-TZVPD
C -0.887 -2.472 0.479
H -1.421 -4.623 0.718
C -3.227 -2.271 -0.553
H 3.522 0.673 3.060
C 3.952 -0.957 -1.394
C 2.874 -0.652 -0.399
H -0.162 0.006 4.960
H -2.136 2.905 -4.941
H -3.860 -0.024 -3.481
H 2.229 -1.441 -0.102
C 4.225 0.431 -2.153
O -2.936 -2.118 2.039
O -0.235 2.562 -3.034
H -0.402 3.322 0.560
H 4.765 1.122 -1.401
C 2.710 0.827 3.639
C -2.061 0.572 -2.954
S 1.527 -0.506 3.363
H 2.967 2.151 -2.469
H -2.545 -3.896 -1.630
H -2.983 0.120 -4.725
H 3.832 0.590 5.642
S 1.793 0.528 -1.196
C -3.799 1.978 -4.129
H -1.106 0.199 -3.344
H 2.924 1.864 5.985
H -0.671 1.770 0.941
O 0.559 -0.068 2.398
H 2.367 -0.886 6.164
O -2.157 -0.189 0.627
C 1.794 -0.130 5.934
H 2.149 1.758 3.416
H -4.350 2.052 -5.080
C -3.255 0.513 -3.898
H -4.268 -2.106 -0.491
H -4.514 2.316 -3.238
O 1.680 1.483 -0.197
C -1.250 -3.874 -0.037
H 0.331 -1.396 5.221
S -2.354 -1.593 0.826
N -0.826 2.545 1.171
H -1.875 2.767 0.998
O -2.198 2.876 -1.628
C -2.611 -3.677 -0.691
H 3.504 -1.671 -2.109
H -0.171 -2.010 -0.124
H -0.534 -4.155 -0.761
H 3.319 -0.191 0.334
H 2.133 0.598 -3.319
C -2.522 2.833 -4.086
H -2.353 0.299 -2.077
O 0.605 -0.157 -1.644
H -3.341 -4.458 -0.169
C 0.681 -0.518 4.904
H 1.256 0.340 6.804
H -3.070 -1.729 -1.500
H -0.603 2.782 2.185
H 4.934 -1.333 -0.931
H -2.676 3.947 -3.824
C 2.821 0.883 5.277
H 4.636 0.426 -3.187
O 2.263 -1.740 3.214
C 2.807 1.072 -2.430
S -1.596 2.320 -2.819
H -0.213 -2.593 1.295
```

As for the net charge: +1. The energy above the lowest of the compared OMol25 structures with the same formula, charge and spin is 75.3 kcal/mol. The multiplicity is 1. The value obtained for the gap between HOMO and LUMO is 10.16 eV.



Computed, not measured: 3 unconnected molecules or ions with the total composition C16H37ClNO10P2 in a non-equilibrium geometry, with ωB97M-V/def2-TZVPD.

XYZ file:
```
67
C16H37ClNO10P2, DFT ωB97M-V/def2-TZVPD
C -2.239 0.165 3.698
C 3.562 0.175 -1.885
H 4.215 0.832 -2.455
H -4.907 -6.824 4.328
C 3.135 1.429 -5.545
N 0.813 1.033 -4.640
H -2.604 -0.074 2.703
H -6.139 -2.804 4.637
O -3.351 -3.055 4.894
O -2.526 -5.216 5.873
H -1.474 -5.516 7.601
H 3.674 -0.860 -2.198
H -5.569 -3.828 3.296
H -7.031 -4.279 4.206
C 4.187 0.968 -6.558
H 0.017 5.499 2.558
H 3.548 1.181 -4.566
H 3.847 1.160 -7.569
C -2.211 -4.813 7.223
H -0.189 4.270 1.292
Cl 2.000 -1.022 -5.750
H 1.495 2.679 -1.753
H -0.090 2.113 -3.185
C 5.474 1.825 -6.352
H 3.105 2.514 -5.638
H 0.411 0.192 -4.277
C -0.139 1.518 5.768
O 0.019 3.570 3.245
H 6.353 1.183 -6.346
C -0.463 4.558 2.306
O -0.352 1.458 1.940
H -5.029 -6.204 2.671
C 0.914 3.521 -4.351
C 0.871 2.135 -3.707
H -2.992 -0.107 4.433
O 0.493 2.240 -7.163
H 0.432 4.205 -3.643
C 1.749 0.817 -5.707
H -3.091 -4.845 7.864
H 5.406 2.385 -5.421
H 2.847 2.507 -2.835
P -3.713 -4.459 5.115
H -1.789 -3.809 7.222
C 1.903 2.045 -2.545
H 0.334 3.552 -5.266
O -3.512 -5.354 3.780
C -6.046 -3.824 4.275
O 1.525 0.495 -8.100
O -5.303 -4.616 5.216
P -0.652 2.119 3.212
H 3.911 0.224 -0.853
H -3.690 -7.279 3.122
H 1.507 -0.120 -2.461
H 1.925 3.903 -4.470
C 1.200 1.214 -7.144
C -4.336 -6.475 3.469
C 2.090 0.643 -1.952
H 1.730 0.663 -0.923
H 5.595 2.519 -7.181
O 0.304 1.591 4.418
H -1.045 2.095 5.942
O -2.031 1.586 3.821
H -1.323 -0.387 3.898
H 0.656 1.905 6.405
H -1.543 4.680 2.377
H -0.331 0.476 6.031
H 4.463 -0.068 -6.402
```

As for the net charge: -1. The multiplicity is 1. The value obtained for the gap between HOMO and LUMO is 5.32 eV.



Computed, not measured: 3 unconnected molecules or ions with the total composition C16H37FN3O5S2 in a non-equilibrium geometry, with ωB97M-V/def2-TZVPD.

XYZ file:
```
64
C16H37FN3O5S2, DFT ωB97M-V/def2-TZVPD
C -3.860 1.644 -0.125
H 1.165 -3.992 3.314
H -5.062 1.368 3.661
H -3.636 0.196 2.222
H -6.188 -0.809 -0.056
H -6.422 1.355 2.549
H 4.267 4.042 -1.611
O 1.816 -1.916 -1.988
H 2.169 -5.438 2.539
H 5.733 4.066 0.221
H 7.849 3.099 -0.198
H 4.823 0.294 -1.865
O 3.334 -3.039 1.330
H 4.389 0.868 1.122
C 4.112 2.956 -1.567
N 0.867 -2.211 0.610
H -3.767 1.567 -1.217
H -3.024 -3.361 -1.013
O -0.090 -0.515 -1.197
H -2.014 -2.010 -0.156
H -7.684 0.993 -1.024
C -2.446 1.810 0.425
H -5.551 0.057 -1.421
C 2.665 2.702 -1.981
H 3.071 0.931 0.005
C -0.804 -3.118 -1.777
H 4.310 -0.925 -0.701
H 0.131 -6.410 1.191
H 7.237 1.452 -0.227
C -5.335 1.435 2.601
F -0.670 -4.511 -1.285
H 5.855 2.728 1.322
H -2.444 1.988 1.505
H -1.831 0.929 0.214
C -4.651 0.315 1.825
C -5.803 0.173 -0.359
N 4.440 2.488 -0.217
H 6.883 2.561 -1.571
H -5.144 -0.635 2.071
O -1.236 -5.256 2.517
H 2.481 3.142 -2.968
H 2.441 1.634 -2.058
H 1.963 3.158 -1.275
O 2.165 -4.484 -0.333
H 5.868 -0.138 -0.498
C 6.986 2.486 -0.485
H -7.446 1.131 0.711
S 1.932 -3.566 0.891
H -0.804 -3.075 -2.947
C 4.156 1.082 0.070
H -6.585 2.221 -0.399
H -1.966 2.675 -0.046
H -4.425 2.559 0.078
C 4.834 0.033 -0.803
C -0.039 -5.512 1.956
C 1.307 -4.639 2.339
H -2.611 -1.675 -1.954
N -4.561 0.456 0.371
H -5.042 2.430 2.255
C 5.744 2.969 0.258
S 0.547 -1.955 -1.089
H 4.774 2.515 -2.318
C -6.932 1.194 -0.253
C -2.241 -2.508 -1.195
```

As for the net charge: -1. The multiplicity is 1. The value obtained for the gap between HOMO and LUMO is 8.02 eV.



Which value of net charge does entry 3 give?
-1